DFT (ωB97M-V/def2-TZVPD) results for a molecular structure, C30H67I2N2NbO8PS6 in a non-equilibrium geometry.

XYZ file:
```
117
Properties=species:S:1:pos:R:3
C 1.79 -4.17 4.50
C 0.85 -4.97 4.03
C -0.03 -6.12 3.34
C -0.80 -5.60 1.98
C 0.19 -5.53 0.69
Nb -0.68 -4.25 -1.04
S -1.01 -6.42 -2.36
C -0.47 -2.35 0.18
C 0.88 -2.33 1.11
C 1.37 -0.81 1.48
C 2.98 -0.70 1.60
N 3.51 -0.80 3.01
C 3.03 0.38 3.79
C 1.88 0.05 4.91
O 3.44 1.58 3.60
C -1.66 -3.16 -2.83
C -2.73 -2.05 -2.33
C -2.43 -0.53 -2.74
C -2.90 0.38 -1.46
O -2.91 1.81 -1.74
C -3.68 2.53 -0.74
C -4.10 1.93 0.69
O -4.09 3.72 -1.01
P -3.04 -4.71 -0.07
N -3.40 -6.31 -0.17
C 1.40 -4.18 -1.92
I 2.48 -6.12 -2.07
C 2.16 -3.06 -2.38
C 1.54 -1.59 -2.32
I 4.23 -3.26 -3.14
H 2.72 -3.59 4.85
H 0.55 -7.10 3.16
H -0.89 -6.38 4.09
H -1.64 -6.39 1.81
H -1.20 -4.55 2.25
H 0.29 -6.63 0.32
H 1.22 -5.14 1.03
H -0.35 -7.45 -1.67
H -0.54 -1.39 -0.47
H -1.36 -2.27 0.93
H 0.63 -2.86 2.10
H 1.72 -2.95 0.60
H 1.04 -0.10 0.62
H 0.79 -0.46 2.41
H 3.29 0.34 1.19
H 3.52 -1.50 0.98
H 3.24 -1.69 3.46
H 0.91 0.50 4.48
H 2.20 0.50 5.92
H 1.73 -1.11 4.95
H -0.91 -2.82 -3.63
H -2.29 -4.00 -3.34
H -3.77 -2.33 -2.79
H -2.91 -2.06 -1.18
H -3.09 -0.17 -3.62
H -1.34 -0.26 -2.96
H -2.22 0.19 -0.53
H -3.96 -0.04 -1.19
H -4.91 1.10 0.57
H -3.24 1.45 1.29
H -4.59 2.73 1.38
H -3.13 -4.19 1.27
H -4.06 -4.04 -0.86
H -4.24 -6.39 -0.79
H 1.54 -1.13 -1.27
H 0.49 -1.45 -2.76
H 2.24 -0.91 -2.96
C 5.17 3.70 -1.19
S 4.46 2.85 0.24
O 4.41 1.40 -0.09
C 2.79 3.52 0.04
H 6.22 3.40 -1.28
H 4.63 3.43 -2.09
H 5.12 4.78 -1.03
H 2.40 3.25 -0.94
H 2.82 4.61 0.15
H 2.16 3.09 0.81
C -3.14 7.40 -4.20
S -4.76 6.69 -4.56
O -5.75 7.82 -4.60
C -4.96 5.85 -2.98
H -2.83 8.01 -5.05
H -3.20 8.03 -3.31
H -2.41 6.60 -4.04
H -4.90 6.58 -2.16
H -4.17 5.10 -2.86
H -5.93 5.36 -2.96
C -8.81 7.94 -2.60
S -9.51 6.80 -1.38
O -10.86 7.33 -1.00
C -8.36 7.22 -0.05
H -9.40 7.88 -3.51
H -8.84 8.96 -2.22
H -7.77 7.65 -2.81
H -8.42 8.29 0.17
H -7.35 6.95 -0.35
H -8.64 6.65 0.84
C 6.30 -8.13 0.68
S 4.52 -8.41 0.58
O 3.92 -7.97 1.88
C 4.61 -10.22 0.61
H 6.48 -7.06 0.71
H 6.70 -8.59 1.58
H 6.78 -8.55 -0.21
H 5.12 -10.55 1.52
H 5.15 -10.57 -0.27
H 3.59 -10.61 0.60
C 5.21 5.70 2.74
S 5.50 6.85 1.38
O 5.67 6.05 0.13
C 7.14 7.37 1.93
H 4.24 5.22 2.59
H 5.99 4.93 2.75
H 5.20 6.24 3.69
H 7.80 6.51 1.99
H 7.07 7.86 2.90
H 7.54 8.08 1.20
```

Computed properties:
total charge	-1
lowest unoccupied orbital energy	1.16	eV
maximum force	6.41	eV/Å
HOMO-LUMO gap	5.50	eV

---

DFT (ωB97M-V/def2-TZVPD) results for 2 unconnected molecules or ions with the total composition BrH2O2PS in a non-equilibrium geometry.

XYZ file:
```
7
Properties=species:S:1:pos:R:3
O 0.97 0.32 0.30
O 0.95 -1.74 -0.92
P 0.94 -1.07 0.58
S -1.51 2.41 0.09
Br -2.42 0.51 0.34
H -0.33 2.08 0.65
H 1.42 -2.52 -1.04
```

Computed properties:
lowest unoccupied orbital energy	-0.35	eV
SMILES	O=PO.SBr
maximum force	3.92	eV/Å
HOMO-LUMO gap	8.55	eV

---

DFT (ωB97M-V/def2-TZVPD) results for a molecular structure, C4H31N2O13 in a non-equilibrium geometry.

XYZ file:
```
50
Properties=species:S:1:pos:R:3
C -1.06 -0.20 -0.02
N -1.73 0.00 -1.35
C -2.19 -1.20 -1.92
O -1.22 -2.22 -2.07
C -1.79 -1.30 0.86
N -1.57 -1.33 2.31
C -0.32 -1.29 2.87
O -0.31 -1.25 4.09
H -0.03 -0.51 -0.03
H -1.39 0.74 0.45
H -1.22 0.66 -1.90
H -2.73 -1.17 -2.88
H -2.90 -1.55 -1.09
H -1.89 -2.37 0.47
H -2.83 -0.99 0.72
H -2.29 -1.63 2.97
H 0.51 -1.35 2.19
H 3.54 2.52 -0.28
H 3.40 0.96 0.03
O 2.89 1.80 -0.14
H 0.71 2.60 2.64
H 1.95 2.62 1.61
O 1.43 3.14 2.24
H 2.24 0.53 -3.86
H 1.46 -0.25 -2.78
O 1.30 0.29 -3.73
H 1.82 -2.15 -2.41
H -0.34 -1.95 -2.41
O 1.64 -1.36 -1.91
H 2.75 -2.32 0.30
H 2.47 -3.90 0.31
O 2.82 -3.15 0.79
H 4.07 -0.95 -0.85
H 2.61 -1.01 -1.19
O 3.36 -0.66 -0.29
H -2.72 3.15 0.41
H -2.84 2.63 -1.05
O -3.12 3.31 -0.44
H 0.97 1.91 -1.28
H 0.46 2.10 -2.69
O 0.21 2.21 -1.77
H -2.34 0.69 3.06
H -1.95 2.01 2.65
O -2.78 1.51 2.70
H 1.14 3.98 0.39
H -0.08 3.95 -0.51
O 0.53 4.55 -0.08
H 0.32 -4.77 -0.48
H -0.45 -3.31 -1.02
O -0.35 -4.09 -0.47
```

Computed properties:
total charge	-1
lowest unoccupied orbital energy	2.60	eV
maximum force	3.09	eV/Å
HOMO-LUMO gap	9.25	eV

---

DFT (ωB97M-V/def2-TZVPD) results for a molecular structure, C13H21AsCrO9S in a non-equilibrium geometry.

XYZ file:
```
46
Properties=species:S:1:pos:R:3
Cr -0.03 -1.16 -0.38
C -1.47 -2.88 1.72
O -1.07 -2.84 0.34
C -0.42 -4.04 -0.10
C -0.19 -3.88 -1.57
O 0.47 -2.62 -1.74
C 1.04 -2.43 -3.06
H -2.13 -3.73 1.88
H -1.99 -1.95 1.93
H -0.59 -2.96 2.36
H -1.06 -4.91 0.09
H 0.52 -4.16 0.44
H -1.13 -3.87 -2.13
H 0.45 -4.68 -1.94
H 1.75 -3.24 -3.24
H 1.55 -1.47 -3.06
H 0.25 -2.44 -3.80
O 0.29 2.82 -2.71
As 0.25 1.75 -1.36
O -1.42 1.91 -0.93
O 0.48 0.15 -1.82
C 1.39 2.54 -0.09
C 1.34 3.92 0.09
C 2.08 4.48 1.12
C 2.84 3.66 1.94
C 2.91 2.29 1.75
C 2.19 1.72 0.71
S 2.00 -0.85 1.54
O 0.69 -0.49 2.08
O 2.27 0.40 0.38
O 1.70 -1.87 0.45
H -0.37 2.58 -3.38
H 0.73 4.53 -0.55
H 2.05 5.55 1.27
H 3.41 4.11 2.75
H 3.54 1.67 2.37
C -1.63 1.80 1.50
C -1.94 1.12 0.17
C -3.42 0.98 -0.11
O -1.35 -0.17 0.14
H -2.51 1.78 2.14
H -1.35 2.84 1.33
H -0.82 1.29 2.01
H -3.87 1.96 -0.17
H -3.88 0.42 0.71
H -3.57 0.45 -1.05
```

Computed properties:
total charge	+1
lowest unoccupied orbital energy (alpha / beta)	-3.84 / -3.36	eV
maximum force	1.27	eV/Å
2S+1	2
HOMO-LUMO gap (alpha / beta)	8.44 / 8.92	eV

---

DFT (ωB97M-V/def2-TZVPD) results for a molecular structure, C36H87InN17O36S2 in a non-equilibrium geometry.

XYZ file:
```
179
Properties=species:S:1:pos:R:3
C -4.07 1.68 3.06
C -3.47 3.12 3.01
In -2.03 3.35 1.30
C -2.97 4.75 -0.18
C -3.80 3.90 -1.18
C -5.22 4.40 -1.42
C -5.92 3.43 -2.41
C -7.00 2.55 -1.76
C -6.52 1.77 -0.54
C -5.64 0.59 -0.87
O -6.38 -0.59 -1.12
C -5.53 -1.71 -1.04
C 0.04 4.01 1.96
C 0.91 2.74 2.01
C 2.17 2.84 2.91
S 3.69 2.91 1.91
C 4.06 1.21 1.47
S 2.87 0.19 1.04
N 5.43 0.93 1.51
C 5.77 -0.48 1.60
C 6.11 -1.08 0.21
O 5.43 -0.45 -0.84
C 5.77 0.91 -0.95
C 6.11 1.58 0.39
C -1.69 1.39 0.16
C -0.90 1.70 -1.07
O -0.72 0.96 -1.97
O -0.36 2.97 -1.17
H -4.14 1.30 2.05
H -5.07 1.72 3.50
H -3.41 1.06 3.65
H -4.29 3.81 2.82
H -3.01 3.42 3.96
H -3.60 5.50 0.30
H -2.20 5.26 -0.76
H -3.91 2.90 -0.75
H -3.27 3.77 -2.13
H -5.26 5.43 -1.77
H -5.77 4.35 -0.48
H -6.30 3.95 -3.29
H -5.16 2.75 -2.80
H -7.35 1.85 -2.52
H -7.84 3.18 -1.49
H -7.41 1.36 -0.05
H -6.04 2.39 0.20
H -4.99 0.39 -0.01
H -4.98 0.80 -1.72
H -5.90 -2.50 -1.69
H -4.51 -1.47 -1.34
H -5.47 -2.11 -0.02
H -0.02 4.47 2.95
H 0.48 4.69 1.23
H 0.29 1.94 2.43
H 1.16 2.45 1.00
H 2.11 3.74 3.51
H 2.22 2.01 3.61
H 6.70 -0.54 2.17
H 5.04 -1.07 2.14
H 5.97 -2.15 0.20
H 7.20 -0.94 0.08
H 6.60 1.09 -1.65
H 4.91 1.40 -1.41
H 7.18 1.49 0.56
H 5.82 2.62 0.32
H -1.12 0.67 0.74
H -2.65 0.98 -0.15
H 0.60 2.91 -1.22
C 5.45 1.61 -4.60
N 5.43 3.08 -4.35
O 5.04 3.80 -5.25
O 5.81 3.46 -3.27
H 5.09 1.42 -5.60
H 6.47 1.27 -4.49
H 4.80 1.15 -3.86
C 5.74 -5.09 -1.82
N 6.14 -5.17 -0.39
O 6.56 -4.16 0.14
O 6.01 -6.24 0.16
H 5.91 -4.07 -2.17
H 6.36 -5.80 -2.37
H 4.69 -5.35 -1.88
C -3.28 -1.05 -5.17
N -4.49 -1.48 -4.41
O -5.38 -0.68 -4.27
O -4.49 -2.62 -3.99
H -3.42 -0.02 -5.49
H -2.43 -1.13 -4.50
H -3.18 -1.71 -6.02
C 4.22 -5.11 2.26
N 3.42 -4.44 3.32
O 3.73 -3.30 3.62
O 2.51 -5.06 3.82
H 4.99 -4.42 1.92
H 4.66 -6.00 2.69
H 3.54 -5.36 1.46
C 2.89 -2.31 6.60
N 2.39 -1.77 7.90
O 2.40 -2.51 8.86
O 1.99 -0.62 7.90
H 3.20 -3.34 6.76
H 2.08 -2.26 5.88
H 3.72 -1.69 6.29
C 2.12 5.30 -4.81
N 1.53 5.96 -6.01
O 1.32 7.16 -5.95
O 1.30 5.25 -6.97
H 2.27 6.05 -4.04
H 1.42 4.54 -4.48
H 3.07 4.86 -5.11
C -0.34 8.38 -1.84
N -1.36 7.95 -0.85
O -2.52 7.99 -1.19
O -0.94 7.58 0.23
H -0.84 8.68 -2.75
H 0.21 9.22 -1.40
H 0.32 7.54 -2.02
C 3.86 -1.49 11.61
N 4.70 -0.84 12.66
O 4.49 0.32 12.92
O 5.55 -1.54 13.20
H 3.16 -0.76 11.23
H 4.53 -1.83 10.83
H 3.35 -2.32 12.08
C -11.19 2.59 1.39
N -10.11 2.53 0.36
O -10.24 1.74 -0.55
O -9.17 3.29 0.52
H -11.95 1.86 1.13
H -10.73 2.35 2.35
H -11.59 3.59 1.38
C -3.32 -3.10 -9.99
N -2.97 -2.24 -8.83
O -3.08 -1.04 -8.96
O -2.60 -2.81 -7.81
H -3.63 -2.47 -10.81
H -2.43 -3.67 -10.25
H -4.12 -3.76 -9.68
C 2.97 -9.81 2.20
N 3.05 -8.35 2.46
O 2.69 -7.60 1.57
O 3.48 -8.01 3.55
H 2.58 -9.96 1.20
H 3.98 -10.22 2.29
H 2.31 -10.24 2.95
C 8.20 -2.57 14.94
N 9.22 -3.65 14.87
O 9.66 -4.09 15.92
O 9.54 -4.02 13.76
H 8.01 -2.34 15.99
H 8.61 -1.70 14.43
H 7.30 -2.92 14.46
C -1.28 -2.11 7.87
N -2.30 -2.61 6.90
O -3.38 -2.05 6.88
O -1.97 -3.55 6.21
H -1.70 -1.28 8.42
H -1.03 -2.93 8.54
H -0.41 -1.79 7.30
C -0.20 8.35 -8.11
N -0.86 9.51 -8.78
O -0.64 9.68 -9.97
O -1.57 10.21 -8.10
H 0.40 7.82 -8.84
H 0.41 8.74 -7.31
H -0.99 7.71 -7.72
C -0.29 -5.95 -8.03
N -1.23 -6.20 -9.15
O -2.24 -5.52 -9.20
O -0.93 -7.07 -9.94
H -0.69 -5.15 -7.42
H -0.20 -6.88 -7.47
H 0.67 -5.67 -8.47
C -4.48 -6.93 -6.45
N -3.59 -8.11 -6.59
O -3.30 -8.72 -5.58
O -3.21 -8.39 -7.71
H -4.74 -6.80 -5.41
H -3.94 -6.07 -6.83
H -5.37 -7.12 -7.05
```

Computed properties:
total charge	-1
lowest unoccupied orbital energy	0.65	eV
maximum force	2.72	eV/Å
HOMO-LUMO gap	4.78	eV

---

DFT (ωB97M-V/def2-TZVPD) results for a molecular structure, C10H9IrN8S3 in a non-equilibrium geometry.

XYZ file:
```
31
Properties=species:S:1:pos:R:3
Ir 9.92 13.89 3.92
N 11.12 15.53 3.69
N 10.63 16.91 3.50
C 9.28 17.17 3.62
N 8.77 18.43 3.73
S 8.25 15.81 3.70
H 11.69 15.45 4.55
H 11.77 15.33 2.91
H 11.35 17.61 3.48
H 9.36 19.21 3.53
H 7.77 18.53 3.61
S 12.72 13.25 4.84
C 11.54 12.81 3.74
S 11.46 11.52 2.55
C 11.80 10.12 3.47
N 13.07 9.68 3.23
C 13.36 8.35 3.29
C 12.39 7.53 3.80
C 11.25 8.11 4.37
N 10.85 9.39 4.09
H 13.68 10.41 2.85
H 14.33 8.04 2.93
H 12.53 6.45 3.79
H 10.48 7.51 4.81
N 8.50 12.57 3.97
C 7.61 11.83 3.83
C 6.55 11.01 3.82
C 6.67 9.62 3.75
N 6.73 8.46 3.74
C 5.29 11.59 3.92
N 4.28 12.15 3.95
```

Computed properties:
total charge	+1
lowest unoccupied orbital energy (alpha / beta)	-3.16 / -6.52	eV
maximum force	3.73	eV/Å
2S+1	6
HOMO-LUMO gap (alpha / beta)	4.97 / 5.26	eV